Entry 1:
Formula: CClNa4O7
Source: the OMol25 dataset
Level of theory: wB97M-V/def2-TZVPD

The geometry in XYZ format:
```
13
Properties=species:S:1:pos:R:3:forces:R:3
Na -1.36791 3.41492 0.47219 -0.1 -1.1 0.2
Na 0.18529 -0.46992 -2.69404 -0.2 -0.1 1.3
Na -0.99757 -1.47928 1.24710 1.0 0.4 -0.3
Na -3.59564 1.50619 -2.83330 0.1 -0.8 1.0
Cl 2.63826 -0.96693 1.19733 2.5 1.6 3.5
O 1.38201 -1.34324 0.64980 -2.5 -1.2 -1.0
O 2.63407 -1.25230 2.66132 -0.1 -0.2 -2.3
O 3.69734 -1.65623 0.50635 -0.5 0.1 0.3
O 2.77978 0.47245 1.05893 0.0 -0.5 -0.5
C -1.87800 0.39554 -0.52780 2.2 2.4 -1.2
O -2.38354 -0.34499 -1.45005 -0.8 0.2 -0.5
O -0.59165 0.34335 -0.33154 -0.7 -0.9 0.0
O -2.50244 1.38043 0.04370 -0.9 0.1 -0.4
```
Forces are in eV/Å.

Calculated values
HOMO level: -10.71 eV
Net charge: +1
ΔE to the lowest compared entry with this formula, charge and spin: 0.000 eV
Calculated total energy: -45547.61795 eV
Gap between HOMO and LUMO: 5.7 eV

natural (NBO) population analysis, charges in e, atoms 1 to 8: number 1, Na, carries 0.989; number 2, Na, carries 0.985; number 3, Na, carries 0.987; number 4, Na, carries 0.982; number 5, Cl, carries 2.531; number 6, O, carries -0.965; number 7, O, carries -0.856; number 8, O, carries -0.827

Entry 2:
Formula: C10H13N5O
Source: the OMol25 dataset
Level of theory: wB97M-V/def2-TZVPD

The geometry in XYZ format:
```
29
Properties=species:S:1:pos:R:3:forces:R:3
N -1.13517 2.11704 0.18614 0.5 0.0 -1.5
N 0.49413 0.22902 -2.42782 0.0 -0.1 0.4
N 0.84136 -1.07657 -2.41610 0.6 -1.1 -1.1
O -0.15041 3.01022 -1.64365 0.5 -2.2 0.2
C -0.45120 1.85957 -0.91489 -0.4 0.9 1.7
C 0.05396 0.51867 -1.23389 0.0 0.0 -0.4
C 0.61292 -1.59418 -1.24963 -0.7 0.2 1.1
C -0.66919 4.01258 -0.91987 -1.4 0.2 1.1
C -1.32427 3.48267 0.15636 0.1 1.3 0.2
N 0.11332 -0.61489 -0.42027 -0.5 0.7 0.2
N 0.33144 -3.16179 0.68906 -1.5 -1.3 -0.9
C -2.12380 4.25518 1.19022 0.4 -1.0 0.2
C -0.34924 -0.80786 0.96504 1.0 -0.1 0.7
C 0.33124 -2.03932 1.60816 0.7 0.1 -0.1
C 2.39980 -3.22914 -0.59068 -0.1 0.0 -1.5
C 0.86612 -3.00395 -0.69750 0.9 0.3 0.8
H -0.63744 5.05203 -1.24488 0.3 -0.6 -0.3
H -0.61574 -3.57370 0.61339 0.8 0.5 0.2
H -3.05630 3.71055 1.39574 0.1 0.3 -0.2
H -1.59805 4.27178 2.16156 -0.1 0.1 -0.4
H -2.32178 5.27887 0.86156 0.0 -0.2 0.1
H -1.41784 -0.93742 1.03479 -0.4 -0.1 -0.4
H -0.11970 0.06642 1.55756 0.1 0.4 -0.1
H -0.22517 -2.33074 2.52372 0.2 0.2 -0.6
H 1.39347 -1.87337 1.97324 -1.1 0.2 -0.7
H 2.81496 -3.45703 -1.59616 -0.2 0.1 0.5
H 2.87880 -2.30100 -0.28822 0.1 -0.1 0.3
H 2.63271 -4.06145 0.07298 -0.1 0.2 0.1
H 0.43107 -3.80218 -1.34598 0.1 0.8 0.6
```
Forces are in eV/Å.

Calculated values
HOMO level: -8.54 eV
Net charge: 0
ΔE to the lowest compared entry with this formula, charge and spin: 1.154 eV
Calculated total energy: -20077.89063 eV
Gap between HOMO and LUMO: 9.3 eV

natural (NBO) population analysis, charges in e, atoms 1 to 8: number 1, N, carries -0.462; number 2, N, carries -0.236; number 3, N, carries -0.299; number 4, O, carries -0.378; number 5, C, carries 0.459; number 6, C, carries 0.242; number 7, C, carries 0.328; number 8, C, carries 0.053

Q: The lowest calculated total energy belongs to which entry?
A: CClNa4O7